Entry from OMol25: C17H13BrN2RhS5 as an isolated structure (wB97M-V/def2-TZVPD).

* HOMO: -10.75 eV
* net charge: +1
* Kohn-Sham gap: 6.01 eV
* ΔE to the lowest compared entry with this formula, charge and spin: 7.1 kcal/mol

Last column: Löwdin charge in e.
CARTESIAN COORDINATES (ANGSTROEM)
H  -1.5751  3.8586  1.0075  0.04
H  3.1527  -4.4488  -1.1511  0.12
S  -3.4073  2.5988  -2.4812  0.93
H  -0.5791  -3.3088  -2.9222  0.11
C  2.1674  -2.7762  -0.2211  -0.15
C  1.0384  -1.9162  -0.2390  -0.22
C  1.3262  -3.9975  -2.1404  -0.05
C  -2.4650  3.3494  1.3682  -0.33
N  0.6537  2.2337  2.6231  0.00
C  3.1613  -2.5826  0.7657  -0.02
S  -2.7580  1.8611  0.3772  0.81
N  -0.2231  1.2377  2.4399  -0.18
C  -2.2253  2.3751  -1.2296  -1.02
H  1.8827  0.0629  2.3937  0.08
S  -0.6051  2.6702  -3.2677  0.94
C  -0.9281  2.3937  -1.5821  -1.09
H  1.0542  2.6929  1.8167  0.10
Rh  -0.6806  0.3231  0.6919  0.49
C  0.0911  -2.1811  -1.2422  -0.54
C  -2.2693  2.7748  -3.8012  -1.47
H  1.4269  -4.7852  -2.8736  0.12
C  0.7549  2.5591  3.9215  -0.05
H  -1.3975  0.1172  3.7622  0.13
C  1.9179  -0.7175  1.6490  -0.10
H  1.4027  3.3553  4.2466  0.13
H  -3.3352  3.9970  1.3102  0.05
H  -0.2526  1.6985  5.6817  0.11
C  0.1896  -3.1638  -2.1758  -0.09
C  0.9115  -0.8593  0.7215  -0.25
Br  -1.4395  -1.0497  -1.2370  0.98
H  -2.3188  3.0213  2.3954  0.03
C  -0.0877  1.7226  4.6198  -0.02
H  4.0223  -3.2387  0.7763  0.12
H  3.7928  -1.4374  2.4379  0.11
C  -0.6802  0.9140  3.6462  -0.11
C  3.0337  -1.5840  1.6808  -0.06
S  -2.7070  3.0392  -5.3331  0.64
S  0.3796  1.9404  -0.4992  0.68
C  2.2814  -3.8071  -1.1857  -0.01